Record 1
ORCA calculation (the ωB97M-V functional and the def2-TZVPD basis) on C23H14ClN3O6S2W as an isolated structure.

```
50
Properties=species:S:1:pos:R:3
W 0.79 0.02 -0.11
O 0.51 -3.00 4.97
C -0.67 -2.47 4.66
O -1.66 -2.69 5.29
C -0.74 -1.53 3.49
C -1.92 -0.83 3.09
Cl -3.41 -0.78 3.82
N -1.64 -0.09 2.01
N -0.33 -0.25 1.67
C 0.19 -1.12 2.57
C 1.61 -1.44 2.30
O 2.34 -2.11 2.95
O 2.00 -0.83 1.15
C -2.51 0.79 1.27
C -3.59 0.24 0.60
C -4.42 1.10 -0.10
C -4.16 2.46 -0.13
C -3.07 2.99 0.56
C -2.24 2.15 1.28
H 1.24 -2.71 4.39
H -3.79 -0.82 0.63
H -5.28 0.70 -0.63
H -4.81 3.12 -0.68
H -2.88 4.05 0.55
H -1.41 2.54 1.86
O 0.08 3.85 -1.11
C 0.66 2.86 -0.86
O 0.03 1.62 -0.73
C 2.12 2.67 -0.63
C 3.04 3.68 -0.79
C 4.38 3.39 -0.55
C 4.74 2.11 -0.15
C 3.76 1.14 -0.01
N 2.47 1.43 -0.25
H 2.70 4.67 -1.09
H 5.14 4.16 -0.66
H 5.77 1.85 0.04
H 3.99 0.13 0.30
S -0.78 -1.50 -0.79
C -0.36 -2.22 -2.33
C -1.20 -3.13 -2.96
C -0.76 -3.71 -4.14
C 0.48 -3.41 -4.66
C 1.33 -2.50 -4.02
C 0.89 -1.91 -2.85
S 1.86 -0.72 -2.01
H -2.17 -3.37 -2.55
H -1.40 -4.42 -4.65
H 0.82 -3.88 -5.58
H 2.30 -2.27 -4.43
```

E_HOMO: -15.06 eV
total charge: +2
HOMO-LUMO gap: 5.575 eV
relative energy (zero: lowest compared OMol25 entry of this formula, charge and spin): 0.0 kJ/mol
molar mass: 711.8 g/mol
E_tot: -76839.1208 eV

Record 2
ORCA calculation (the ωB97M-V functional and the def2-TZVPD basis) on a 2-piece molecular cluster, C2H8OS overall at a distorted geometry.

```
12
Properties=species:S:1:pos:R:3
C 0.57 1.17 -0.36
C -0.31 2.21 -0.97
S -2.06 2.40 -0.30
H 0.24 0.80 0.60
H 1.44 1.63 -0.05
H 0.79 0.36 -1.13
H -0.01 3.22 -0.85
H -0.67 1.99 -1.98
H -1.91 2.14 1.00
O 0.87 -5.12 1.13
H 0.61 -6.05 1.04
H 0.45 -4.76 1.86
```

E_HOMO: -8.88 eV
HOMO-LUMO gap: 9.842 eV
relative energy (zero: lowest compared OMol25 entry of this formula, charge and spin): 82.7 kJ/mol
molar mass: 80.2 g/mol
E_tot: -15085.6216 eV
structure (SMILES): CCS.O

Record 3
ORCA calculation (the ωB97M-V functional and the def2-TZVPD basis) on C15H20F6MnN2O6S7 as an isolated structure.

```
57
Properties=species:S:1:pos:R:3
Mn 0.01 -0.76 0.57
F -3.29 -0.01 -0.89
C -2.91 -0.12 -2.16
F -3.02 -1.40 -2.53
F -3.70 0.62 -2.92
S -1.16 0.42 -2.37
O -0.38 -0.50 -1.54
O -0.93 0.35 -3.77
N -1.14 1.89 -1.84
S -0.79 2.37 -0.37
O -0.74 1.30 0.62
O 0.27 3.32 -0.36
C -2.30 3.32 0.08
F -2.47 4.33 -0.76
F -2.14 3.79 1.31
F -3.38 2.54 0.05
C -3.42 -3.56 1.26
C -2.28 -2.92 0.52
C -1.68 -3.65 -0.63
O -1.89 -1.81 0.88
H -3.45 -4.63 1.10
H -4.34 -3.12 0.88
H -3.34 -3.33 2.32
H -2.47 -4.04 -1.27
H -1.14 -4.51 -0.23
H -0.99 -3.03 -1.20
C 3.47 -3.91 4.02
S 3.92 -2.30 3.33
C 3.71 -2.63 1.62
C 2.53 -2.82 0.98
S 0.93 -2.77 1.66
S 2.66 -3.11 -0.74
C 4.37 -2.92 -0.91
S 5.16 -2.95 -2.34
S 5.15 -2.70 0.62
H 3.58 -3.83 5.10
H 4.13 -4.69 3.65
H 2.43 -4.14 3.78
O 1.87 0.23 0.83
C 3.07 0.33 0.60
C 4.01 1.02 1.54
C 4.57 2.25 0.78
C 3.61 2.87 -0.26
C 3.61 2.22 -1.66
C 3.02 0.81 -1.73
N 3.58 0.01 -0.63
H 4.82 0.35 1.84
H 3.46 1.30 2.43
H 5.51 1.99 0.29
H 4.82 3.01 1.53
H 3.89 3.91 -0.39
H 2.59 2.89 0.13
H 4.64 2.19 -2.03
H 3.06 2.86 -2.35
H 3.24 0.32 -2.68
H 1.94 0.83 -1.61
H 4.60 0.05 -0.64
```

spin multiplicity: 6
E_HOMO (alpha / beta): -7.74 / -7.80 eV
HOMO-LUMO gap (alpha / beta): 7.700 / 7.741 eV
relative energy (zero: lowest compared OMol25 entry of this formula, charge and spin): 18.6 kJ/mol
molar mass: 717.7 g/mol
E_tot: -154618.7565 eV

Record 4
ORCA calculation (the ωB97M-V functional and the def2-TZVPD basis) on a 2-piece molecular cluster, C3H6INO2 overall at a distorted geometry.

```
13
Properties=species:S:1:pos:R:3
C -1.36 1.91 -0.85
N -0.52 1.15 0.00
O 0.46 1.94 0.93
C 0.82 1.35 -0.19
O 1.75 1.09 -0.86
H -0.88 2.79 -1.46
H -1.72 1.14 -1.45
H -2.17 2.50 -0.39
C 1.48 -1.82 0.62
I -0.43 -2.41 -0.09
H 1.46 -1.42 1.58
H 2.20 -2.64 0.78
H 1.78 -1.01 -0.20
```

E_HOMO: -9.29 eV
HOMO-LUMO gap: 9.787 eV
relative energy (zero: lowest compared OMol25 entry of this formula, charge and spin): 362.2 kJ/mol
molar mass: 215.0 g/mol
E_tot: -16890.4993 eV
structure (SMILES): CN1OC1=O.CI

Record 5
ORCA calculation (the ωB97M-V functional and the def2-TZVPD basis) on a 2-piece molecular cluster, C2H7N3 overall at a distorted geometry.

```
12
Properties=species:S:1:pos:R:3
C 1.27 -1.12 0.12
C 1.04 0.32 -0.07
N -2.33 0.43 0.24
N -1.39 -0.24 -0.44
N 1.95 1.18 -0.04
H 0.84 -1.65 -0.73
H 2.33 -1.35 0.22
H 0.73 -1.45 1.01
H -2.52 1.41 0.03
H -1.33 0.12 -1.40
H -2.31 0.22 1.23
H 1.73 2.16 -0.16
```

E_HOMO (alpha / beta): -7.76 / -7.39 eV
HOMO-LUMO gap (alpha / beta): 8.243 / 8.247 eV
relative energy (zero: lowest compared OMol25 entry of this formula, charge and spin): 421.1 kJ/mol
molar mass: 73.1 g/mol
E_tot: -6653.5912 eV

Record 6
ORCA calculation (the ωB97M-V functional and the def2-TZVPD basis) on C34H34Cl3N3PTi as an isolated structure at a distorted geometry.

```
76
Properties=species:S:1:pos:R:3
Ti -0.27 0.20 -0.11
C -2.18 -1.65 -2.66
C -2.03 -1.61 -1.16
C -0.87 -2.09 -0.54
C -0.75 -2.10 0.86
C -1.81 -1.66 1.64
C -2.98 -1.20 1.04
C -3.08 -1.16 -0.35
H -1.21 -1.76 -3.14
H -2.66 -0.75 -3.03
H -2.81 -2.49 -2.95
H -0.12 -2.60 -1.14
H 0.12 -2.55 1.33
H -1.75 -1.73 2.72
H -3.81 -0.89 1.65
H -4.00 -0.83 -0.80
N 0.98 1.04 2.65
P 1.84 0.36 1.35
C 2.86 1.82 0.89
C 2.24 2.73 0.04
C 2.87 3.91 -0.30
C 4.12 4.20 0.23
C 4.73 3.31 1.10
C 4.10 2.13 1.44
C 3.03 -0.62 2.31
C 4.24 -0.97 1.70
C 5.19 -1.69 2.40
C 4.93 -2.08 3.71
C 3.71 -1.81 4.28
C 2.75 -1.09 3.59
C -0.30 1.55 2.54
C -0.79 2.35 3.56
C -2.11 2.76 3.54
C -2.89 2.35 2.46
C -2.33 1.59 1.47
N -1.03 1.18 1.47
H 1.54 1.46 3.40
H 1.25 2.49 -0.35
H 2.39 4.61 -0.97
H 4.61 5.13 -0.02
H 5.70 3.54 1.51
H 4.58 1.45 2.13
H 4.43 -0.66 0.68
H 6.13 -1.93 1.94
H 5.68 -2.62 4.26
H 3.49 -2.14 5.29
H 1.79 -0.90 4.04
H -0.14 2.63 4.37
H -2.51 3.36 4.33
H -3.93 2.64 2.40
H -2.94 1.28 0.63
Cl -5.38 5.36 -0.38
C -4.09 4.24 -0.68
C -2.81 4.53 -0.24
C -1.78 3.67 -0.53
C -1.99 2.50 -1.27
C -0.89 1.59 -1.61
C -3.30 2.23 -1.69
C -4.34 3.08 -1.40
H -2.63 5.44 0.31
H -0.77 3.90 -0.19
H -0.02 2.19 -1.92
H -1.18 0.96 -2.46
H -3.49 1.35 -2.29
H -5.34 2.87 -1.76
Cl 2.46 -2.56 -0.36
C 2.96 -4.09 0.38
Cl 2.69 -4.04 2.13
H 4.03 -4.23 0.20
H 2.37 -4.89 -0.03
C 3.06 0.08 -3.07
C 1.94 -0.10 -2.20
N 1.02 -0.27 -1.50
H 2.75 0.67 -3.93
H 3.43 -0.89 -3.40
H 3.86 0.61 -2.54
```

spin multiplicity: 3
E_HOMO (alpha / beta): -8.77 / -9.66 eV
total charge: +1
HOMO-LUMO gap (alpha / beta): 6.168 / 7.049 eV
relative energy (zero: lowest compared OMol25 entry of this formula, charge and spin): 102.4 kJ/mol
molar mass: 669.9 g/mol
E_tot: -110246.3115 eV

Record 7
ORCA calculation (the ωB97M-V functional and the def2-TZVPD basis) on a 5-piece molecular cluster, C37H81N4O3 overall at a distorted geometry.

```
125
Properties=species:S:1:pos:R:3
C 1.89 5.37 2.16
C 2.48 4.02 1.73
C 3.22 3.87 0.38
C 3.62 2.32 0.17
N 4.30 2.00 -1.21
C 4.18 0.46 -1.58
C 4.33 0.35 -3.08
C 3.85 1.71 -3.57
C 3.58 2.67 -2.41
C 5.81 2.29 -1.25
H 1.28 5.87 1.41
H 2.75 5.99 2.39
H 1.34 5.05 3.04
H 1.59 3.41 1.67
H 3.16 3.59 2.47
H 4.22 4.29 0.44
H 2.56 4.26 -0.39
H 2.67 1.81 0.11
H 4.32 1.96 0.93
H 4.99 -0.09 -1.11
H 3.21 0.12 -1.21
H 5.30 -0.04 -3.39
H 3.74 -0.48 -3.46
H 4.64 2.12 -4.20
H 2.88 1.65 -4.07
H 3.89 3.68 -2.66
H 2.50 2.63 -2.24
H 6.16 2.14 -2.27
H 6.21 1.62 -0.49
H 5.95 3.33 -0.93
C -4.63 -6.01 3.48
C -4.48 -4.56 2.91
C -3.53 -3.78 3.86
C -3.52 -2.35 3.41
N -2.35 -1.49 4.00
C -0.97 -1.94 3.42
C -0.24 -2.57 4.65
C -1.20 -2.75 5.79
C -2.22 -1.59 5.53
C -2.68 -0.04 3.53
H -5.33 -6.50 2.80
H -4.99 -6.11 4.50
H -3.68 -6.54 3.63
H -5.47 -4.12 2.77
H -3.95 -4.69 1.96
H -2.56 -4.23 4.08
H -4.01 -3.69 4.84
H -4.44 -1.93 3.80
H -3.51 -2.17 2.34
H -0.47 -1.06 3.02
H -1.16 -2.65 2.62
H 0.52 -1.82 4.88
H 0.22 -3.54 4.48
H -0.65 -2.46 6.68
H -1.64 -3.72 6.02
H -1.75 -0.66 5.86
H -3.23 -1.62 5.94
H -3.61 0.16 4.07
H -2.81 0.01 2.45
H -1.89 0.58 3.95
C 0.40 5.98 -2.81
C 0.27 4.55 -3.49
C -1.17 3.95 -3.45
C -1.27 2.36 -3.42
N -2.66 1.79 -3.13
C -3.56 1.94 -4.46
C -5.00 1.79 -3.94
C -4.96 2.46 -2.63
C -3.60 2.32 -1.98
C -2.48 0.25 -2.89
H 0.09 5.98 -1.77
H -0.25 6.68 -3.33
H 1.34 6.47 -3.04
H 0.97 3.91 -2.96
H 0.49 4.67 -4.55
H -1.64 4.40 -4.33
H -1.62 4.43 -2.58
H -0.55 1.92 -2.73
H -1.06 2.00 -4.42
H -3.16 1.28 -5.24
H -3.42 2.99 -4.72
H -5.30 0.74 -3.91
H -5.62 2.23 -4.72
H -5.64 2.17 -1.83
H -5.28 3.49 -2.75
H -3.68 1.60 -1.17
H -3.17 3.31 -1.80
H -1.97 0.03 -1.96
H -1.93 -0.17 -3.73
H -3.43 -0.26 -2.78
C 2.67 -1.07 3.34
C 2.69 -2.26 2.45
C 2.11 -2.11 1.01
C 1.99 -3.55 0.37
N 1.10 -3.69 -0.94
C 1.63 -2.80 -2.15
C 0.37 -2.30 -2.92
C -0.83 -2.99 -2.28
C -0.34 -3.21 -0.78
C 1.13 -5.23 -1.21
H 3.48 -0.36 3.16
H 2.67 -1.42 4.37
H 1.84 -0.37 3.19
H 2.14 -3.11 2.86
H 3.75 -2.48 2.36
H 2.82 -1.58 0.37
H 1.23 -1.50 0.79
H 1.67 -4.24 1.14
H 2.95 -3.96 0.05
H 2.28 -3.48 -2.70
H 2.11 -1.93 -1.70
H 0.31 -2.50 -3.99
H 0.23 -1.22 -2.82
H -1.10 -3.96 -2.69
H -1.81 -2.54 -2.41
H -0.81 -3.99 -0.18
H -0.32 -2.24 -0.27
H 0.47 -5.42 -2.06
H 0.76 -5.75 -0.33
H 2.11 -5.54 -1.59
O -0.15 1.05 1.71
C -0.10 1.38 0.37
O -0.42 2.54 0.05
O 0.29 0.51 -0.41
H -0.45 1.96 1.77
```

spin multiplicity: 2
E_HOMO (alpha / beta): -19.17 / -19.17 eV
total charge: +4
HOMO-LUMO gap (alpha / beta): 10.265 / 4.668 eV
relative energy (zero: lowest compared OMol25 entry of this formula, charge and spin): 128.5 kJ/mol
molar mass: 630.1 g/mol
E_tot: -51744.7756 eV

Record 8
ORCA calculation (the ωB97M-V functional and the def2-TZVPD basis) on a 2-piece molecular cluster, C5H13N4 overall at a distorted geometry.

```
22
Properties=species:S:1:pos:R:3
C -0.17 -0.75 -2.14
C 0.79 0.88 -0.68
C -0.57 -1.63 -0.96
C 0.74 -0.12 0.42
C 1.53 0.12 1.65
N -2.01 1.43 1.89
N -1.54 0.41 1.46
N -0.20 0.63 -1.69
N 0.23 -1.29 0.20
H 0.82 -1.06 -2.51
H -0.90 -0.88 -2.95
H 0.66 1.90 -0.29
H 1.83 0.83 -1.07
H -1.62 -1.44 -0.71
H -0.44 -2.68 -1.18
H 1.60 1.18 1.88
H 2.54 -0.26 1.52
H 1.09 -0.41 2.50
H -2.97 1.48 2.29
H -0.13 1.28 -2.47
H -1.51 2.35 1.88
H 0.23 -1.97 0.95
```

E_HOMO: -12.28 eV
total charge: +1
HOMO-LUMO gap: 8.968 eV
relative energy (zero: lowest compared OMol25 entry of this formula, charge and spin): 224.8 kJ/mol
molar mass: 129.2 g/mol
E_tot: -11347.7818 eV

Record 9
ORCA calculation (the ωB97M-V functional and the def2-TZVPD basis) on C4H12O2P2S3 as an isolated structure at a distorted geometry.

```
23
Properties=species:S:1:pos:R:3
C 3.67 -0.95 0.37
C -3.77 -1.28 -0.27
C 3.35 0.20 -0.65
C -3.32 -0.35 0.87
O 1.21 1.44 -1.72
O -1.21 1.58 1.37
P 1.64 0.67 -0.40
P -1.91 0.68 0.33
S 1.77 1.99 1.22
S -2.13 1.49 -1.51
S 0.31 -0.89 -0.09
H 4.52 -1.56 0.09
H 3.94 -0.52 1.35
H 2.86 -1.54 0.53
H -4.47 -0.76 -0.90
H -2.88 -1.64 -0.83
H -4.36 -2.22 0.16
H 3.27 0.00 -1.70
H 4.01 0.99 -0.40
H -3.21 -1.03 1.72
H -4.00 0.38 1.17
H 0.23 1.43 -2.01
H 0.48 1.89 1.32
```

E_HOMO: -8.91 eV
HOMO-LUMO gap: 8.208 eV
relative energy (zero: lowest compared OMol25 entry of this formula, charge and spin): 0.0 kJ/mol
molar mass: 250.3 g/mol
E_tot: -59522.9353 eV

Record 10
ORCA calculation (the ωB97M-V functional and the def2-TZVPD basis) on C5H4MnNO5 as an isolated structure at a distorted geometry.

```
16
Properties=species:S:1:pos:R:3
O -0.12 4.66 -3.39
C -0.16 3.51 -3.54
Mn 0.11 -0.20 -0.19
O -0.27 1.93 1.69
C -0.17 1.35 0.62
C -0.11 -3.62 -0.13
O -0.56 -4.38 -0.88
C 1.97 -0.28 -0.48
O 3.16 -0.10 -0.40
C -1.80 0.02 -0.57
O -2.90 0.42 -0.53
H 0.45 1.34 -0.41
N 0.11 -1.09 1.76
H -0.85 -1.10 2.20
H 0.66 -0.48 2.42
H 0.50 -1.97 1.83
```

spin multiplicity: 6
E_HOMO (alpha / beta): -11.45 / -14.48 eV
total charge: +1
HOMO-LUMO gap (alpha / beta): 6.581 / 7.978 eV
relative energy (zero: lowest compared OMol25 entry of this formula, charge and spin): 19.4 kJ/mol
molar mass: 213.0 g/mol
E_tot: -48284.8649 eV

Record 11
ORCA calculation (the ωB97M-V functional and the def2-TZVPD basis) on C18H23F4OSi2 as an isolated structure at a distorted geometry.

```
48
Properties=species:S:1:pos:R:3
C 1.38 -2.87 0.57
Si 0.87 -1.39 1.56
C 1.96 -1.01 3.01
H 0.92 -0.17 0.47
O -0.64 -1.65 2.16
Si -2.14 -1.02 1.89
C -3.39 -1.98 2.96
C -2.09 0.80 2.30
C -2.56 -1.24 0.08
H 2.40 -2.76 0.18
H 1.33 -3.70 1.29
H 0.68 -3.05 -0.26
H 3.01 -0.82 2.71
H 1.57 -0.17 3.59
H 1.92 -1.93 3.62
H -4.37 -1.47 2.82
H -3.46 -3.04 2.63
H -3.11 -1.95 4.03
H -3.00 1.24 1.86
H -2.06 0.93 3.39
H -1.19 1.28 1.89
H -3.47 -0.65 -0.10
H -1.76 -0.90 -0.59
H -2.77 -2.30 -0.15
F 4.04 -0.86 -3.41
C 3.68 0.15 -2.55
C 4.50 1.28 -2.43
C 4.12 2.24 -1.47
F 4.92 3.36 -1.37
C 2.97 2.09 -0.68
C 2.10 0.99 -0.93
C 0.76 0.93 -0.25
C -0.43 1.21 -1.14
C -1.55 1.95 -0.66
C -2.72 1.98 -1.43
F -3.87 2.55 -0.91
C -2.84 1.37 -2.70
C -1.70 0.76 -3.21
F -1.76 0.17 -4.47
C -0.49 0.75 -2.49
C 2.49 -0.02 -1.82
H 5.42 1.37 -3.00
H 2.70 2.85 0.10
H 0.72 1.56 0.68
H -1.55 2.38 0.38
H -3.77 1.38 -3.32
H 0.37 0.24 -2.90
H 1.86 -0.91 -1.91
```

E_HOMO: -12.82 eV
total charge: +1
HOMO-LUMO gap: 7.388 eV
relative energy (zero: lowest compared OMol25 entry of this formula, charge and spin): 0.0 kJ/mol
molar mass: 387.5 g/mol
E_tot: -47707.1138 eV

Record 12
ORCA calculation (the ωB97M-V functional and the def2-TZVPD basis) on one molecule with the formula C5H5N3 at a distorted geometry.

```
13
Properties=species:S:1:pos:R:3
C -0.39 2.13 0.49
C -1.35 1.15 0.31
C -0.54 -0.09 -0.06
C -0.51 -1.49 -0.24
C 0.77 -1.79 -0.47
N 1.67 -0.74 -0.26
N 0.62 0.34 -0.23
N 0.86 1.57 0.06
H -0.47 3.06 0.81
H -2.46 1.21 0.13
H -1.62 -1.94 -0.11
H 1.16 -2.70 -1.05
H 2.25 -0.71 0.62
```

E_HOMO: -8.05 eV
HOMO-LUMO gap: 8.752 eV
relative energy (zero: lowest compared OMol25 entry of this formula, charge and spin): 365.7 kJ/mol
molar mass: 107.1 g/mol
E_tot: -9731.6982 eV
structure (SMILES): c1cc2cc[nH]n2n1